# 1
A 2-piece molecular cluster, C4H8O2 overall at a distorted geometry. Source: OMol25; level of theory: ωB97M-V with the def2-TZVPD basis set.

Results
Orbital gap, eV: 10.105
Energy above the lowest of the compared OMol25 structures with the same formula, charge and spin, kJ/mol: 324.0
Total charge: 0
Total energy, Eh: -307.58903
Strongest force on any atom, eV/Å: 1.37
Multiplicity: 1
Structure (SMILES): CC(C=O)C=O.[H][H]

CARTESIAN COORDINATES (ANGSTROEM)
C: 1.577 -0.157 -0.158
C: 0.369 -0.278 0.759
C: -0.528 0.947 0.759
O: -0.504 1.762 -0.134
C: -0.779 -1.073 0.157
O: -0.899 -1.236 -1.035
H: 2.217 -1.043 -0.088
H: 1.237 -0.065 -1.190
H: 2.174 0.728 0.084
H: 0.594 -0.607 1.781
H: -1.336 0.964 1.513
H: -1.608 -1.330 0.841
H: -1.216 1.018 -1.549
H: -1.318 0.303 -1.759

# 2
One molecule with the formula C4H8O2. Source: OMol25; level of theory: ωB97M-V with the def2-TZVPD basis set.

Results
Orbital gap, eV: 11.187
Energy above the lowest of the compared OMol25 structures with the same formula, charge and spin, kJ/mol: 198.2
Total charge: 0
Total energy, Eh: -307.63694
Strongest force on any atom, eV/Å: 0.39
Multiplicity: 1
Structure (SMILES): OCC[C@H]1CO1

CARTESIAN COORDINATES (ANGSTROEM)
O: 1.910 1.048 0.214
C: 1.703 -0.307 -0.114
C: 0.290 -0.793 0.192
C: -0.741 0.037 -0.531
C: -2.016 0.413 0.072
O: -0.954 1.354 -0.008
H: 1.075 1.524 0.120
H: 1.914 -0.482 -1.182
H: 2.435 -0.888 0.461
H: 0.206 -1.839 -0.131
H: 0.095 -0.744 1.270
H: -0.685 0.019 -1.623
H: -2.254 0.058 1.074
H: -2.865 0.638 -0.570

# 3
One molecule with the formula C4H8O2 at a distorted geometry. Source: OMol25; level of theory: ωB97M-V with the def2-TZVPD basis set.

Results
Orbital gap, eV: 9.110
Energy above the lowest of the compared OMol25 structures with the same formula, charge and spin, kJ/mol: 206.4
Total charge: 0
Total energy, Eh: -307.63382
Strongest force on any atom, eV/Å: 1.37
Multiplicity: 1
Structure (SMILES): CO/C=C(\C)O

CARTESIAN COORDINATES (ANGSTROEM)
C: 0.479 -0.950 1.987
O: -0.523 -0.601 1.060
C: -0.283 0.593 0.443
C: -0.240 0.744 -0.883
C: -0.249 -0.367 -1.860
O: -0.239 1.983 -1.442
H: 0.603 -0.191 2.777
H: 0.163 -1.884 2.456
H: 1.445 -1.096 1.486
H: -0.006 1.404 1.115
H: 0.269 -0.198 -2.800
H: -1.241 -0.653 -2.188
H: 0.177 -1.304 -1.522
H: -0.355 2.523 -0.628

# 4
A 2-piece molecular cluster, C4H8O2 overall. Source: OMol25; level of theory: ωB97M-V with the def2-TZVPD basis set.

Results
Orbital gap (spin up / spin down), eV: 7.870 / 8.313
Energy above the lowest of the compared OMol25 structures with the same formula, charge and spin, kJ/mol: 470.2
Total charge: 0
Total energy, Eh: -307.53334
Strongest force on any atom, eV/Å: 0.75
Multiplicity: 1

CARTESIAN COORDINATES (ANGSTROEM)
O: 0.578 -1.747 -1.279
C: 0.242 -1.033 -0.091
C: 1.049 0.287 0.068
C: 0.046 1.332 -0.299
O: -1.121 0.783 -0.440
C: -1.162 -0.508 -0.091
H: 0.243 -1.233 -2.026
H: 0.459 -1.735 0.717
H: 1.931 0.283 -0.584
H: 1.398 0.401 1.102
H: 0.143 2.368 -0.586
H: -0.718 1.261 1.963
H: -1.033 0.572 1.953
H: -2.055 -1.029 -0.408

# 5
One molecule with the formula C4H8O2 at a distorted geometry. Source: OMol25; level of theory: ωB97M-V with the def2-TZVPD basis set.

Results
Orbital gap, eV: 9.659
Energy above the lowest of the compared OMol25 structures with the same formula, charge and spin, kJ/mol: 424.1
Total charge: 0
Total energy, Eh: -307.55089
Strongest force on any atom, eV/Å: 1.70
Multiplicity: 1

CARTESIAN COORDINATES (ANGSTROEM)
C: 1.751 0.499 -0.263
C: 0.564 -0.330 0.185
O: -0.077 0.093 1.392
C: -1.593 -0.735 0.484
C: -0.718 -0.205 -0.606
O: -1.170 1.143 -0.534
H: 1.466 1.546 -0.385
H: 2.575 0.433 0.453
H: 2.108 0.125 -1.232
H: 0.862 -1.388 0.246
H: -2.653 -0.464 0.313
H: -1.470 -1.515 1.205
H: -0.806 -0.552 -1.635
H: -0.841 1.350 0.377

# 6
C4H8O2 as an isolated structure. Source: OMol25; level of theory: ωB97M-V with the def2-TZVPD basis set.

Results
Orbital gap, eV: 9.542
Energy above the lowest of the compared OMol25 structures with the same formula, charge and spin, kJ/mol: 564.3
Total charge: 0
Total energy, Eh: -307.49749
Strongest force on any atom, eV/Å: 0.30
Multiplicity: 1

CARTESIAN COORDINATES (ANGSTROEM)
C: -2.013 -0.053 -0.111
O: -0.924 0.770 -0.458
C: -0.343 1.377 0.678
C: 1.664 -0.914 -0.412
C: 2.999 -1.103 -0.610
O: 1.799 -1.263 0.797
H: -1.708 -0.872 0.561
H: -2.810 0.525 0.381
H: -2.410 -0.485 -1.032
H: 0.042 0.622 1.378
H: -1.072 2.019 1.194
H: 0.761 -0.497 -0.868
H: 0.497 1.993 0.344
H: 3.363 -2.104 -0.848

# 7
A 2-piece molecular cluster, C4H8O2 overall. Source: OMol25; level of theory: ωB97M-V with the def2-TZVPD basis set.

Results
Orbital gap, eV: 10.495
Energy above the lowest of the compared OMol25 structures with the same formula, charge and spin, kJ/mol: 161.5
Total charge: 0
Total energy, Eh: -307.65093
Strongest force on any atom, eV/Å: 0.45
Multiplicity: 1
Structure (SMILES): C/C=C\C=O.O

CARTESIAN COORDINATES (ANGSTROEM)
C: -0.939 -0.114 -1.597
C: 0.315 -0.596 -0.923
C: 0.467 -0.775 0.391
C: -0.638 -0.544 1.362
O: -0.542 0.194 2.320
H: -0.701 0.679 -2.314
H: -1.666 0.293 -0.888
H: -1.417 -0.923 -2.162
H: 1.175 -0.771 -1.567
H: 1.433 -1.033 0.818
H: -1.582 -1.096 1.186
O: 1.707 1.749 1.224
H: 1.391 1.502 0.348
H: 0.997 1.434 1.804

# 8
A 2-piece molecular cluster, C4H8O2 overall. Source: OMol25; level of theory: ωB97M-V with the def2-TZVPD basis set.

Results
Orbital gap, eV: 10.594
Energy above the lowest of the compared OMol25 structures with the same formula, charge and spin, kJ/mol: 157.6
Total charge: 0
Total energy, Eh: -307.65239
Strongest force on any atom, eV/Å: 0.60
Multiplicity: 1
Structure (SMILES): O=CCC=O.C

CARTESIAN COORDINATES (ANGSTROEM)
O: -1.806 0.483 -1.142
C: -0.671 0.757 -1.438
C: 0.329 1.358 -0.471
C: 1.648 0.615 -0.459
O: 2.154 0.160 0.536
H: -0.298 0.590 -2.472
H: -0.097 1.396 0.534
H: 0.535 2.382 -0.820
H: 2.150 0.514 -1.446
C: -0.790 -1.650 1.436
H: -1.508 -1.067 0.852
H: -1.155 -1.767 2.460
H: -0.667 -2.635 0.976
H: 0.176 -1.137 1.454

# 9
One molecule with the formula C4H8O2. Source: OMol25; level of theory: ωB97M-V with the def2-TZVPD basis set.

Results
Orbital gap, eV: 11.043
Energy above the lowest of the compared OMol25 structures with the same formula, charge and spin, kJ/mol: 252.6
Total charge: 0
Total energy, Eh: -307.61622
Strongest force on any atom, eV/Å: 0.32
Multiplicity: 1
Structure (SMILES): COC[C@H]1CO1

CARTESIAN COORDINATES (ANGSTROEM)
C: 0.666 2.098 -0.960
O: 0.537 0.700 -0.855
C: -0.136 0.276 0.304
C: -0.686 -1.108 0.063
C: -0.106 -2.275 0.727
O: -1.314 -1.689 1.194
H: -0.190 2.540 -1.490
H: 0.743 2.574 0.027
H: 1.573 2.308 -1.533
H: -0.969 0.948 0.560
H: 0.546 0.257 1.170
H: -1.219 -1.230 -0.881
H: 0.756 -2.126 1.377
H: -0.201 -3.272 0.297

# 10
C4H8O2 as an isolated structure at a distorted geometry. Source: OMol25; level of theory: ωB97M-V with the def2-TZVPD basis set.

Results
Orbital gap, eV: 9.396
Energy above the lowest of the compared OMol25 structures with the same formula, charge and spin, kJ/mol: 418.7
Total charge: 0
Total energy, Eh: -307.55295
Strongest force on any atom, eV/Å: 1.00
Multiplicity: 1

CARTESIAN COORDINATES (ANGSTROEM)
O: 2.015 1.052 0.506
C: 1.490 -0.110 -0.109
C: 0.016 -0.108 -0.190
C: -1.051 0.648 -0.944
O: -1.980 -0.439 -0.615
C: -0.920 -1.043 0.003
H: 2.969 1.033 0.354
H: 1.786 -1.020 0.436
H: 1.868 -0.200 -1.139
H: -1.087 0.072 1.729
H: -1.449 1.590 -0.553
H: -0.887 0.706 -2.022
H: -1.725 -0.191 2.025
H: -1.044 -1.991 0.519

# 11
C4H8O2 as an isolated structure. Source: OMol25; level of theory: ωB97M-V with the def2-TZVPD basis set.

Results
Orbital gap, eV: 8.941
Energy above the lowest of the compared OMol25 structures with the same formula, charge and spin, kJ/mol: 569.8
Total charge: 0
Total energy, Eh: -307.49539
Strongest force on any atom, eV/Å: 0.35
Multiplicity: 1

CARTESIAN COORDINATES (ANGSTROEM)
O: -0.330 0.947 1.434
C: 0.102 1.093 0.206
C: 1.018 0.046 -0.255
C: 0.148 -1.140 -0.528
C: -0.912 -0.062 -0.772
O: -2.088 -0.151 -0.073
H: 0.925 0.173 1.828
H: 0.298 2.115 -0.163
H: 1.760 0.307 -1.022
H: 1.588 -0.146 1.340
H: 0.455 -1.755 -1.377
H: -0.083 -1.757 0.342
H: -1.059 0.245 -1.810
H: -1.823 0.084 0.851

# 12
One molecule with the formula C4H8O2 at a distorted geometry. Source: OMol25; level of theory: ωB97M-V with the def2-TZVPD basis set.

Results
Orbital gap, eV: 11.267
Energy above the lowest of the compared OMol25 structures with the same formula, charge and spin, kJ/mol: 122.7
Total charge: 0
Total energy, Eh: -307.66568
Strongest force on any atom, eV/Å: 2.59
Multiplicity: 1
Structure (SMILES): CCC(=O)OC

CARTESIAN COORDINATES (ANGSTROEM)
C: -2.240 -0.326 0.071
C: -1.052 0.579 0.396
C: 0.286 0.181 -0.133
O: 0.469 0.447 -1.309
O: 1.258 -0.264 0.656
C: 2.524 -0.297 -0.022
H: -3.160 0.265 0.153
H: -2.155 -0.657 -0.967
H: -2.347 -1.202 0.717
H: -1.022 1.307 -0.465
H: -1.054 0.881 1.459
H: 3.285 -0.300 0.754
H: 2.589 -1.194 -0.641
H: 2.618 0.579 -0.669

# 13
C4H8O2 as an isolated structure. Source: OMol25; level of theory: ωB97M-V with the def2-TZVPD basis set.

Results
Orbital gap, eV: 10.851
Energy above the lowest of the compared OMol25 structures with the same formula, charge and spin, kJ/mol: 194.3
Total charge: 0
Total energy, Eh: -307.63843
Strongest force on any atom, eV/Å: 0.39
Multiplicity: 1

CARTESIAN COORDINATES (ANGSTROEM)
O: 2.126 -0.603 0.130
C: 1.398 0.445 0.731
C: -0.064 0.506 0.336
C: -0.484 0.042 -1.059
C: -1.693 -0.503 -0.304
O: -0.935 -0.488 0.924
H: 1.800 -1.434 0.494
H: 1.482 0.420 1.828
H: 1.864 1.374 0.386
H: -0.453 1.508 0.582
H: -0.606 0.773 -1.860
H: 0.174 -0.772 -1.373
H: -2.086 -1.492 -0.556
H: -2.520 0.222 -0.258

# 14
One molecule with the formula C4H8O2. Source: OMol25; level of theory: ωB97M-V with the def2-TZVPD basis set.

Results
Orbital gap, eV: 10.841
Energy above the lowest of the compared OMol25 structures with the same formula, charge and spin, kJ/mol: 112.8
Total charge: 0
Total energy, Eh: -307.66946
Strongest force on any atom, eV/Å: 0.75
Multiplicity: 1
Structure (SMILES): CC[C@H](O)C=O

CARTESIAN COORDINATES (ANGSTROEM)
C: -1.695 0.251 -0.481
C: -0.747 -0.561 0.400
C: 0.702 -0.067 0.509
O: 0.773 1.232 1.006
C: 1.680 -0.219 -0.640
O: 2.596 0.561 -0.780
H: -1.791 1.285 -0.136
H: -2.696 -0.196 -0.464
H: -1.365 0.270 -1.525
H: -0.721 -1.608 0.067
H: -1.151 -0.584 1.424
H: 1.198 -0.785 1.201
H: 1.572 1.606 0.594
H: 1.646 -1.187 -1.174

# 15
One molecule with the formula C4H8O2. Source: OMol25; level of theory: ωB97M-V with the def2-TZVPD basis set.

Results
Orbital gap, eV: 11.324
Energy above the lowest of the compared OMol25 structures with the same formula, charge and spin, kJ/mol: 207.2
Total charge: 0
Total energy, Eh: -307.63351
Strongest force on any atom, eV/Å: 0.41
Multiplicity: 1
Structure (SMILES): C[C@H]1O[C@H]1CO

CARTESIAN COORDINATES (ANGSTROEM)
C: -1.735 -0.392 -0.494
C: -0.942 0.766 0.053
O: -0.480 0.598 1.389
C: 0.489 0.676 0.350
C: 1.324 -0.476 -0.140
O: 2.406 -0.858 0.681
H: -1.410 -1.324 -0.026
H: -1.626 -0.477 -1.580
H: -2.796 -0.255 -0.264
H: -1.327 1.756 -0.193
H: 1.067 1.604 0.386
H: 1.673 -0.092 -1.114
H: 0.749 -1.383 -0.343
H: 2.609 -0.142 1.295

# 16
A 2-piece molecular cluster, C4H8O2 overall at a distorted geometry. Source: OMol25; level of theory: ωB97M-V with the def2-TZVPD basis set.

Results
Orbital gap, eV: 10.365
Energy above the lowest of the compared OMol25 structures with the same formula, charge and spin, kJ/mol: 223.9
Total charge: 0
Total energy, Eh: -307.62715
Strongest force on any atom, eV/Å: 1.10
Multiplicity: 1
Structure (SMILES): C=CO.CC=O

CARTESIAN COORDINATES (ANGSTROEM)
C: 2.375 -2.051 -0.482
C: 2.636 -0.900 -1.065
O: 2.629 -0.692 -2.422
H: 2.528 -2.173 0.578
H: 2.148 -2.927 -1.074
H: 3.034 -0.058 -0.501
H: 1.986 -0.008 -2.648
C: -2.636 1.061 1.674
C: -2.299 1.410 0.245
O: -3.042 2.019 -0.480
H: -3.023 1.971 2.136
H: -3.355 0.257 1.799
H: -1.751 0.814 2.260
H: -1.230 1.276 -0.021

# 17
One molecule with the formula C4H8O2 at a distorted geometry. Source: OMol25; level of theory: ωB97M-V with the def2-TZVPD basis set.

Results
Orbital gap, eV: 10.466
Energy above the lowest of the compared OMol25 structures with the same formula, charge and spin, kJ/mol: 343.8
Total charge: 0
Total energy, Eh: -307.58149
Strongest force on any atom, eV/Å: 4.10
Multiplicity: 1
Structure (SMILES): C1COCCO1

CARTESIAN COORDINATES (ANGSTROEM)
C: -1.341 0.378 -0.116
C: -0.831 -1.046 0.053
O: 0.425 -1.237 0.558
C: 1.341 -0.292 0.029
C: 0.862 1.131 0.269
O: -0.362 1.351 -0.406
H: -1.600 -0.176 -1.056
H: -2.144 0.780 0.539
H: -1.587 -1.629 0.590
H: -0.841 -1.472 -1.158
H: 2.281 -0.499 0.541
H: 1.463 -0.454 -1.056
H: 0.753 1.313 1.350
H: 1.583 1.851 -0.137